16
Properties=species:S:1:pos:R:3:mulliken_charge:R:1 method="wB97M-V/def2-TZVPD" spin_multiplicity=1 homo_lumo_gap_ev="8.100 / 7.897" e_homo_ha="-0.315 / -0.285"
C 1.69147 -0.33990 0.04953 -1.24
C 0.37672 -0.77128 0.03193 0.89
C -0.76473 2.27812 -0.54315 -0.81
C -0.78411 1.52567 0.79303 -0.55
C -0.59366 0.04767 0.56526 0.31
C 0.28930 -2.29185 -0.35625 -1.45
Cl -2.25626 -0.75224 0.32444 -0.27
H 2.39065 -0.91840 -0.46826 0.38
H 1.94526 0.65100 0.44848 0.28
H -1.59592 1.90901 -1.16694 0.30
H 0.10206 2.73302 -0.93531 0.38
H 0.01058 1.91828 1.48469 0.32
H -1.82178 1.81611 1.15522 0.31
H 1.26719 -2.54748 0.01299 0.40
H -0.53551 -2.79348 -0.00121 0.45
H 0.27875 -2.46425 -1.39445 0.31



19
Properties=species:S:1:pos:R:3:mulliken_charge:R:1 method="wB97M-V/def2-TZVPD" spin_multiplicity=1 homo_lumo_gap_ev=10.517 e_homo_ha=-0.361
N 0.20282 1.19279 0.31231 -0.58
C 0.36196 0.03903 -0.54686 0.56
C -0.58398 0.05219 -1.72560 -0.23
O -1.66720 0.57838 -1.66304 -0.48
C 0.07571 -1.27585 0.20673 -1.05
C 1.23999 -1.61960 1.16805 -0.37
O 2.34216 -2.19710 0.47793 -0.51
H -0.46944 1.82088 -0.09623 0.18
H -0.11187 0.90718 1.22541 0.28
H 1.37898 -0.10384 -0.92352 0.07
H -0.29534 -0.50913 -2.63018 0.42
H 0.06338 -2.10546 -0.49345 0.35
H -0.85654 -1.26397 0.77316 0.42
H 0.90730 -2.36488 1.87898 0.34
H 1.58216 -0.70031 1.63307 0.30
H 2.61207 -1.62339 -0.23697 0.29
O -2.21806 3.33921 0.45454 -0.65
H -1.88417 3.31819 -0.44121 0.33
H -2.67992 2.51568 0.62688 0.33